115
Properties=species:S:1:pos:R:3:forces:R:3 method="wB97M-V/def2-TZVPD" total_charge=+1 orbital_gap_ev=7.696 e_lumo_ev=-3.067 total_energy_ha=-3116.1288 e_homo_ev=-10.763
C 4.419186 -0.822492 -0.571322 -0.142 -0.265 0.425
C 4.000768 0.157102 0.542790 0.427 -0.092 -0.879
C 2.570312 0.672257 0.461769 -0.164 -0.218 0.309
C 1.504335 -0.418688 0.374977 -0.034 -0.111 0.694
C 0.103304 0.081469 0.817791 1.028 -1.036 -0.551
C -0.939105 -1.012626 0.526059 0.059 0.697 -0.285
N -1.463302 -1.578334 1.804660 0.514 -0.762 -0.126
C -2.388168 -2.745170 1.544787 -1.071 0.516 0.563
C -2.956998 -2.787224 0.112145 0.214 -0.715 -0.593
I -4.935889 -3.681412 0.337451 0.246 0.282 -0.094
C -2.209006 -3.693794 -0.880730 -0.889 -0.568 -0.074
C -1.836638 -5.090586 -0.354460 2.378 0.578 0.092
C -0.370513 -4.995611 0.154916 -0.872 0.448 0.579
O -1.872773 -6.065131 -1.365453 -0.571 -0.142 -0.073
O -3.189028 -1.521184 -0.444482 0.398 -0.040 0.926
C -2.093253 -0.582583 -0.381669 0.127 0.754 -1.009
C -2.715271 0.735500 0.068863 -0.115 -0.745 0.678
C -1.503682 -0.488973 -1.832686 -0.516 0.367 0.323
C -1.032071 0.894183 -2.215066 -3.686 -1.109 -0.485
O 0.038961 1.281351 -2.142992 4.281 1.387 0.404
Cl -2.291324 1.991018 -2.879169 -0.100 -0.466 0.023
H 3.573869 -1.370684 -0.984535 -0.087 0.006 -0.101
H 4.962671 -0.349890 -1.382883 -0.077 0.166 -0.121
H 5.084489 -1.560503 -0.133675 0.177 -0.077 -0.140
H 4.222365 -0.307565 1.500343 -0.312 -0.048 0.253
H 4.672941 1.008748 0.473623 0.043 0.203 0.196
H 2.387012 1.235497 1.378308 -0.124 0.255 -0.007
H 2.442549 1.357872 -0.374635 0.021 0.101 -0.083
H 1.458506 -0.880488 -0.607787 -0.055 0.168 -0.282
H 1.788819 -1.232846 1.054031 0.074 -0.120 0.005
H 0.174434 0.203954 1.898775 -0.233 0.647 0.039
H -0.073857 1.006189 0.287876 -0.312 0.306 0.377
H -0.407243 -1.824667 0.042645 -0.101 -0.405 0.148
H -0.651627 -1.941705 2.310641 -0.027 0.146 0.048
H -1.870690 -0.870318 2.418630 -0.204 0.069 -0.313
H -3.225997 -2.620258 2.219130 -0.032 0.158 0.205
H -1.891567 -3.653278 1.854572 0.141 -0.168 -0.257
H -1.317193 -3.230636 -1.304746 0.086 0.218 0.174
H -2.892114 -3.839622 -1.713548 -0.047 0.090 -0.170
H -2.428135 -5.410167 0.498706 -0.577 -0.142 -0.287
H -0.242886 -4.031826 0.653516 0.265 0.042 0.082
H -0.153967 -5.750647 0.903376 0.306 -0.297 -0.252
H 0.337734 -4.986812 -0.669066 0.149 -0.227 -0.038
H -1.065642 -5.981223 -1.887323 -0.149 -0.097 0.017
H -2.001906 1.549810 0.120213 -0.052 0.186 -0.074
H -3.563683 0.984768 -0.549410 -0.090 0.120 -0.265
H -3.121542 0.550742 1.066562 -0.049 0.244 0.154
H -2.294806 -0.776915 -2.515271 -0.076 -0.149 -0.072
H -0.644584 -1.143593 -1.937801 0.081 -0.133 -0.159
N -3.503548 6.003745 -4.337701 0.130 -0.069 -0.164
C -2.515348 5.206107 -3.933924 -0.195 0.016 -0.040
C -1.190710 5.370053 -4.305298 0.006 -0.002 0.009
C -0.872218 6.420839 -5.150465 0.090 0.032 -0.012
C -1.885136 7.259884 -5.584865 0.016 -0.025 0.034
C -3.177683 7.009418 -5.149408 -0.196 -0.038 -0.015
H -2.810161 4.398130 -3.276029 0.046 0.136 0.007
H -0.430032 4.691649 -3.941744 -0.025 -0.022 0.004
H 0.150758 6.583655 -5.465993 -0.013 0.002 0.002
H -1.679297 8.091097 -6.245068 -0.026 0.003 0.005
H -4.000977 7.643683 -5.459580 0.048 0.030 -0.028
N 0.199447 3.881952 0.828881 -0.060 -0.141 0.142
C 0.221134 4.472296 2.024923 -0.058 -0.083 -0.040
C 1.021918 5.561311 2.328205 0.017 -0.020 -0.028
C 1.852452 6.061651 1.337639 0.051 0.057 0.018
C 1.846431 5.458125 0.091008 -0.029 0.013 0.060
C 1.001032 4.378412 -0.109155 -0.023 -0.119 -0.214
H -0.440243 4.044237 2.770951 0.011 0.072 0.038
H 0.996791 6.004149 3.314224 -0.021 -0.009 -0.004
H 2.495348 6.909820 1.535294 -0.014 -0.005 0.001
H 2.480158 5.816466 -0.708477 -0.021 -0.014 -0.012
H 0.955322 3.875106 -1.070172 0.067 0.056 -0.025
N 3.210693 -5.033337 0.423020 -0.002 0.012 -0.062
C 3.676435 -5.920936 -0.456475 -0.141 0.037 0.032
C 5.024728 -6.174398 -0.652922 0.006 0.033 0.002
C 5.942392 -5.461740 0.101677 0.065 -0.023 -0.023
C 5.477169 -4.534496 1.019312 0.104 0.010 0.043
C 4.109919 -4.362474 1.141718 -0.184 0.049 0.005
H 2.922942 -6.452232 -1.028790 0.061 -0.049 -0.021
H 5.345765 -6.908142 -1.379417 -0.027 -0.003 0.001
H 7.005400 -5.625379 -0.024420 -0.011 -0.004 0.015
H 6.158995 -3.953540 1.625638 -0.011 0.023 -0.023
H 3.703357 -3.646858 1.849643 0.083 0.012 0.019
N -8.725047 -6.975111 3.680075 0.096 0.110 0.041
C -8.688414 -6.409230 4.885105 -0.094 -0.108 -0.033
C -7.821508 -5.381772 5.227935 0.020 0.002 -0.011
C -6.941198 -4.919465 4.264751 0.067 0.068 -0.004
C -6.963396 -5.497159 3.006131 -0.047 -0.015 0.021
C -7.872648 -6.516594 2.766646 -0.083 -0.106 -0.058
H -9.393439 -6.805205 5.607682 0.024 0.047 0.035
H -7.837904 -4.957729 6.222582 -0.020 -0.021 0.002
H -6.247195 -4.118775 4.492183 -0.018 -0.002 0.004
H -6.290565 -5.164562 2.225390 -0.097 -0.130 0.141
H -7.927755 -6.996040 1.794769 0.047 0.034 -0.008
N 7.601362 -1.520577 0.399571 0.216 -0.045 0.070
C 8.083417 -2.402498 -0.476175 -0.193 0.022 -0.007
C 9.435135 -2.633320 -0.675320 -0.006 0.013 0.017
C 10.341969 -1.903706 0.075976 0.096 -0.010 -0.001
C 9.862880 -0.979974 0.989906 -0.015 -0.018 -0.027
C 8.490265 -0.828695 1.112972 -0.145 0.020 0.026
H 7.334587 -2.946440 -1.044286 0.060 -0.032 -0.039
H 9.767534 -3.364116 -1.399994 -0.021 0.008 -0.008
H 11.406911 -2.052496 -0.049608 -0.012 0.002 0.002
H 10.537157 -0.389430 1.594683 -0.022 0.006 0.007
H 8.071372 -0.118722 1.818368 0.067 0.014 0.011
N -3.281481 9.340918 0.150443 -0.036 -0.101 -0.056
C -4.424756 8.800988 0.569751 0.049 0.096 0.066
C -5.057224 7.743880 -0.068074 0.052 0.009 -0.014
C -4.470636 7.219254 -1.208578 -0.087 -0.128 -0.027
C -3.283666 7.768042 -1.661573 0.055 0.154 0.204
C -2.732990 8.822069 -0.947476 0.019 0.086 0.106
H -4.849735 9.245009 1.463806 -0.044 -0.042 -0.011
H -5.984849 7.344382 0.319336 -0.003 0.029 0.010
H -4.930782 6.394797 -1.739959 0.020 0.034 -0.050
H -2.796331 7.389953 -2.543144 0.067 0.043 -0.007
H -1.802101 9.281061 -1.264553 -0.010 -0.036 -0.051

---

9
Properties=species:S:1:pos:R:3:forces:R:3 method="wB97M-V/def2-TZVPD" orbital_gap_ev="5.958 / 7.306" s2=2.006 e_lumo_ev="0.552 / -2.934" total_energy_ha=-862.0450 relative_energy_kcal_mol=5.0 spin_multiplicity=3 e_homo_ev="-5.406 / -10.240"
N -2.004476 0.897327 0.133689 1.584 -3.057 -1.820
N 1.631759 -1.818784 -0.357098 -0.620 0.749 0.476
Si 1.600339 -0.326511 0.345098 -1.813 1.651 -0.307
Cl 2.376796 1.447405 -0.176748 1.087 0.407 -0.779
H -2.882952 0.586218 0.446957 -1.678 0.160 0.950
H -1.815071 0.014922 -0.506662 0.192 2.524 1.348
H 2.081031 -2.325175 -1.019470 1.673 -2.427 -1.861
H -2.159610 1.664380 -0.490926 -0.138 0.407 -0.449
H 1.172183 -0.139779 1.625162 -0.289 -0.415 2.443

---

18
Properties=species:S:1:pos:R:3:forces:R:3 method="wB97M-V/def2-TZVPD" orbital_gap_ev=9.854 smiles="CCC(N)=O.CO" e_lumo_ev=0.507 total_energy_ha=-364.2473 relative_energy_kcal_mol=13.1 e_homo_ev=-9.348
C 1.202257 2.070357 0.330864 -0.222 -0.606 -0.373
C 0.149502 1.647870 -0.725199 0.664 0.314 0.214
C -1.191814 1.457317 -0.050995 0.182 -0.049 -0.102
N -1.463116 0.200096 0.379255 -0.052 -0.438 -0.022
O -1.948103 2.392147 0.118824 -0.272 0.093 -0.033
H 0.840098 2.953877 0.853051 0.214 0.001 0.088
H 2.160569 2.250591 -0.149986 0.010 0.337 -0.077
H 1.395959 1.255811 1.031508 -0.226 0.089 0.174
H 0.041320 2.482372 -1.420023 -0.132 -0.155 -0.050
H 0.502780 0.769088 -1.279381 -0.237 0.076 0.209
H -2.356126 -0.003047 0.793754 0.014 0.239 0.127
H -0.759745 -0.522916 0.392992 0.097 0.147 -0.108
C -0.061617 -2.998236 -0.198276 0.485 0.392 -0.050
O 0.752689 -1.882546 0.228333 -0.264 -0.571 -0.090
H -0.532521 -2.703866 -1.130801 -0.150 -0.021 -0.038
H -0.821324 -3.245486 0.544450 0.023 -0.003 0.019
H 0.572475 -3.863230 -0.390804 -0.130 -0.099 0.000
H 1.516717 -2.260200 0.672435 -0.004 0.252 0.110

---

31
Properties=species:S:1:pos:R:3:forces:R:3 method="wB97M-V/def2-TZVPD" total_charge=+3 orbital_gap_ev="4.820 / 4.822" e_lumo_ev="-13.846 / -13.845" total_energy_ha=-1408.1322 relative_energy_kcal_mol=0.0 e_homo_ev="-18.666 / -18.667"
O 2.620848 -0.810159 -3.896363 -3.331 -1.197 2.664
C 1.733741 -1.137511 -3.246701 3.923 1.331 -3.398
Bi -0.304336 -1.975461 -2.192697 1.723 -0.971 2.414
O 1.356361 -5.357164 -1.553547 -1.408 2.712 -0.374
C 0.858490 -4.340920 -1.665843 2.130 -3.755 0.850
C -1.744377 -1.666782 -3.873374 -5.842 2.437 -7.053
O -2.443542 -1.502705 -4.781036 3.417 -1.125 4.354
C -2.370538 -2.897689 -0.506236 -2.974 -1.395 1.566
O -3.270312 -3.345572 0.032914 2.851 1.395 -1.610
C -0.253416 2.685008 1.003111 -0.343 0.107 -0.037
N -1.254726 1.586900 1.021262 0.946 -0.458 -0.156
C -0.999399 0.695500 2.180044 -0.001 0.153 -0.031
N 0.391058 0.176656 2.204773 -0.215 0.417 -1.381
C 1.350093 1.311100 2.159005 0.122 -0.204 0.085
N 1.141225 2.191254 0.988402 -1.016 -1.816 -0.786
C 1.466964 1.509445 -0.274783 1.583 1.875 -0.138
P 0.388717 0.032370 -0.546499 -1.063 0.582 1.436
C -1.260587 0.852689 -0.246751 -0.415 0.432 0.165
C 0.642017 -0.777523 1.122542 0.283 -0.667 0.833
H -0.388297 3.291136 1.913842 0.019 -0.150 -0.463
H -0.420894 3.286316 0.099478 0.015 0.046 0.396
H -1.695235 -0.155592 2.135172 0.146 0.320 0.196
H -1.160931 1.279407 3.100321 -0.021 -0.330 -0.343
H 2.366818 0.898409 2.110622 -0.220 0.234 0.223
H 1.211506 1.918514 3.068381 0.168 -0.290 -0.326
H 1.329258 2.205092 -1.114477 0.069 -0.149 0.203
H 2.517361 1.185848 -0.257733 -0.272 0.037 -0.033
H -2.052629 0.090000 -0.257722 0.037 0.300 0.147
H -1.423675 1.547930 -1.086733 -0.107 -0.159 0.303
H 1.688267 -1.124143 1.156902 -0.355 0.075 0.071
H -0.019829 -1.652354 1.203724 0.151 0.213 0.223

---

55
Properties=species:S:1:pos:R:3:forces:R:3 method="wB97M-V/def2-TZVPD" orbital_gap_ev=8.918 smiles="CCN(CC(=O)NCCCN1CCOCC1)S(=O)(=O)c1ccc(C)cc1" e_lumo_ev=0.517 total_energy_ha=-1566.7001 relative_energy_kcal_mol=41.7 e_homo_ev=-8.401
C 3.146190 -0.277675 1.278947 -0.176 0.046 -0.207
C 2.158514 -0.491870 0.131261 0.459 -0.495 0.151
N 0.985914 0.348342 0.181722 -1.006 -0.311 0.383
C 1.145405 1.778607 0.060534 -0.041 0.467 -0.211
C 0.818798 2.290868 -1.355889 0.043 -0.068 0.565
O 1.660230 2.827898 -2.050965 0.368 0.142 -0.151
N -0.466390 2.135056 -1.685419 -0.426 -0.085 -0.108
C -1.029905 2.640802 -2.913133 -0.156 0.099 -0.235
C -1.734648 1.557919 -3.726429 0.339 0.061 -0.020
C -0.777519 0.458817 -4.200773 -0.200 0.082 0.009
N -0.754018 -0.680230 -3.298673 0.052 -0.044 0.055
C 0.456812 -1.467509 -3.460979 -0.004 -0.301 0.161
C 0.442561 -2.646574 -2.487615 0.305 0.261 -0.142
O -0.683789 -3.466538 -2.694138 0.011 -0.192 -0.053
C -1.851652 -2.703940 -2.492447 -0.314 0.231 -0.143
C -1.911990 -1.540583 -3.480769 -0.014 -0.256 0.196
S -0.377522 -0.225014 0.917554 0.215 0.047 -0.052
O -0.478733 -1.623405 0.624480 0.250 -0.058 0.305
O -1.459285 0.639427 0.523311 0.106 0.215 0.341
C -0.129533 -0.032045 2.680298 -0.168 -0.107 -0.637
C -0.451465 1.159665 3.299658 -0.075 0.168 -0.045
C -0.210097 1.307534 4.654799 0.056 -0.089 -0.051
C 0.345882 0.269759 5.395439 -0.038 -0.002 -0.068
C 0.626401 0.437583 6.855953 0.058 0.017 0.003
C 0.648301 -0.928041 4.752957 -0.028 0.091 -0.107
C 0.413673 -1.080941 3.398723 0.002 -0.175 0.013
H 2.650793 -0.384653 2.241231 0.048 -0.007 0.064
H 3.600797 0.708770 1.230012 0.083 0.075 0.045
H 3.938647 -1.017967 1.209624 0.117 -0.051 0.022
H 2.660058 -0.322961 -0.826725 -0.108 -0.066 0.008
H 1.785568 -1.516224 0.151919 0.223 -0.006 -0.159
H 0.467796 2.270000 0.762444 0.147 0.147 -0.017
H 2.170916 2.070811 0.295557 -0.133 -0.048 -0.034
H -1.065622 1.603650 -1.061832 0.152 0.107 -0.084
H -1.749584 3.433774 -2.672124 0.122 -0.008 -0.080
H -0.206956 3.079652 -3.483627 -0.148 0.000 0.051
H -2.520051 1.118437 -3.111746 -0.152 -0.026 -0.064
H -2.203475 2.034597 -4.588814 -0.093 0.019 0.034
H -1.053135 0.139488 -5.222710 0.100 -0.006 0.057
H 0.233237 0.870857 -4.246584 0.026 -0.011 -0.054
H 1.318949 -0.830752 -3.248880 0.041 -0.007 -0.041
H 0.546839 -1.856046 -4.493093 0.043 0.044 0.050
H 1.319840 -3.279076 -2.638549 -0.001 0.086 0.035
H 0.424083 -2.263891 -1.459707 0.082 -0.048 -0.107
H -2.694046 -3.381673 -2.643731 0.006 0.095 0.038
H -1.864642 -2.311717 -1.465891 -0.074 -0.049 -0.091
H -2.823730 -0.967444 -3.306958 -0.041 -0.018 -0.031
H -1.943989 -1.946030 -4.510685 -0.026 0.052 0.057
H -0.911019 1.947903 2.724736 -0.074 0.130 -0.013
H -0.461931 2.236661 5.144348 -0.045 0.087 0.048
H 1.663114 0.742940 7.000237 0.047 0.021 0.078
H 0.476705 -0.498088 7.389027 -0.009 -0.032 0.087
H -0.013634 1.200775 7.290714 -0.024 0.033 0.081
H 1.066865 -1.745905 5.320731 0.027 -0.097 0.052
H 0.625210 -2.007134 2.887913 0.050 -0.156 0.014

---

19
Properties=species:S:1:pos:R:3:forces:R:3 method="wB97M-V/def2-TZVPD" total_charge=+1 orbital_gap_ev=8.561 e_lumo_ev=-4.636 total_energy_ha=-566.5061 relative_energy_kcal_mol=38.4 e_homo_ev=-13.198
C -1.747905 0.148937 -2.041213 -0.655 -2.577 -0.187
C 1.773041 -0.537654 1.208708 -0.531 -0.287 1.952
C 0.900063 0.200179 0.194582 0.831 -0.792 2.244
C -2.597933 -0.962195 -1.291906 3.410 0.317 -1.087
N 2.162998 0.271967 2.391995 1.829 0.860 -1.455
N 0.689758 1.455347 0.426309 -0.223 1.429 -0.246
I -1.830306 -1.093700 0.778278 -0.621 -0.283 -0.821
H -2.169083 0.361401 -3.060322 0.573 -0.207 1.014
H -1.830537 0.945765 -1.375660 -0.044 1.968 0.562
H -0.708154 -0.182905 -2.042601 -0.120 0.178 -0.693
H 2.654234 -0.840887 0.668547 0.380 -0.155 -0.856
H 1.403036 -1.474282 1.655361 -0.563 0.240 -0.913
H 0.627047 -0.390614 -0.687036 0.432 1.076 -0.112
H -2.509185 -1.935776 -1.791022 -0.335 0.281 0.584
H 2.954146 0.896581 1.981771 -1.502 -1.243 1.767
H 2.563062 -0.352669 3.146026 -0.529 1.110 -1.340
H 0.673856 1.882619 1.403774 0.807 -1.232 -1.422
H -3.528021 -0.536321 -1.239413 -2.579 0.195 0.506
H 0.519883 2.144210 -0.326177 -0.564 -0.878 0.503

---

11
Properties=species:S:1:pos:R:3:forces:R:3 method="wB97M-V/def2-TZVPD" total_charge=+1 orbital_gap_ev="7.687 / 8.146" e_lumo_ev="-5.718 / -5.530" total_energy_ha=-2854.2280 relative_energy_kcal_mol=52.3 e_homo_ev="-13.405 / -13.675"
C -0.959988 0.533644 0.742047 1.550 -1.736 -0.110
N -2.109576 0.011884 0.491779 -0.929 0.908 -0.282
N 0.440944 -0.892814 -0.371534 -5.409 -0.661 1.188
N 1.534345 -0.384101 -0.172657 2.917 -0.567 -4.266
O -0.128422 1.060797 1.310276 -0.600 0.714 0.012
Br 2.196072 1.657960 -1.132247 -0.219 0.445 0.064
H -2.382861 -0.510303 -0.341849 0.763 0.016 0.205
H -2.849123 0.629728 0.814385 -0.424 -0.097 0.265
H 0.164292 -1.355312 -1.229601 1.215 0.255 -0.528
H 2.293106 -0.553894 -0.834137 0.325 -0.352 0.349
H 1.801212 -0.197588 0.723538 0.811 1.074 3.104

---

15
Properties=species:S:1:pos:R:3:forces:R:3 method="wB97M-V/def2-TZVPD" total_charge=-1 orbital_gap_ev=6.281 e_lumo_ev=4.181 total_energy_ha=-573.2277 relative_energy_kcal_mol=34.1 e_homo_ev=-2.100
C 1.150741 -0.930162 2.659563 -1.156 -0.240 1.298
N 1.407472 -2.065445 1.768416 1.015 1.375 -1.023
H 1.355355 -1.233814 3.678876 0.015 -0.494 0.529
H 1.770616 -0.024242 2.597267 -0.360 0.005 -0.855
H 0.051681 -0.732842 2.655094 1.007 0.384 -0.348
H 1.379342 -1.613824 0.829935 -0.415 -0.736 0.405
H 2.405937 -2.262470 1.869541 -0.177 -0.266 -0.016
C -0.455019 1.887881 -2.373470 -1.115 0.977 -0.092
C -1.323834 1.241444 -1.271184 0.350 0.131 -0.688
S -0.546725 -0.131059 -0.530990 0.971 -2.253 0.694
H -0.799156 2.957251 -2.511255 0.121 -0.950 -0.601
H 0.519891 2.003251 -1.940425 0.604 -0.123 0.382
H -0.274838 1.325896 -3.316494 -0.655 0.318 0.528
H -1.361812 1.916246 -0.477501 0.070 1.893 1.165
H -2.383063 1.024627 -1.357562 -0.275 -0.021 -1.377